Molecular formula: C45H100F3N5O5S
Method: DFT, wB97M-V/def2-TZVPD

Geometry (Å):
C1 1.53706 1.17433 -0.30582
F1 0.93785 2.30763 -0.13284
F2 1.82768 0.97665 -1.59267
F3 2.62613 1.14387 0.42532
S1 0.36112 -0.25606 0.23538
O1 -0.86302 -0.18238 -0.54290
O2 1.06268 -1.48287 -0.10930
O3 0.26250 -0.03096 1.70748
C2 -2.69283 -2.34184 1.46357
C3 -2.90026 -1.74753 2.87680
N1 -1.85489 -0.74823 3.52307
C4 -0.57385 -1.65750 3.71802
C5 -1.56602 0.37425 2.56483
C6 -0.51897 1.37657 3.12423
C7 -2.34263 -0.18950 4.89045
C8 -3.43399 0.87186 4.86933
O4 -4.58618 0.27417 4.33361
C9 -5.43121 1.31682 3.70493
H1 -1.72296 -2.81546 1.31151
H2 -2.83034 -1.48122 0.80895
H3 -3.48057 -3.08080 1.31690
H4 -3.00697 -2.50560 3.65271
H5 -3.87220 -1.25667 2.82698
H6 -0.38731 -2.02899 2.71040
H7 -0.81396 -2.48174 4.38964
H8 0.21234 -1.00291 4.09420
H9 -2.55374 0.80503 2.40071
H10 -1.14914 0.11698 1.59112
H11 -0.53911 2.20053 2.41095
H12 0.51139 1.05030 2.98273
H13 -0.73133 1.85755 4.07903
H14 -1.47040 0.23091 5.39101
H15 -2.58087 -1.06906 5.48853
H16 -3.14339 1.78988 4.35856
H17 -3.63815 1.15262 5.90257
H18 -5.82265 1.95057 4.50069
H19 -6.32944 0.86008 3.28938
H20 -4.99313 1.82024 2.84309
C10 -6.20870 1.16805 -1.60205
C11 -5.02370 0.28576 -1.41822
O5 -5.11885 -0.92043 -1.11383
N2 -3.64068 0.93757 -1.50521
H21 -3.46563 1.33283 -2.41802
H22 -3.61235 1.68915 -0.83110
C12 -2.55852 -0.06705 -1.18905
H23 -6.72802 0.83473 -2.50055
H24 -6.00409 2.23321 -1.71009
H25 -6.97818 0.98160 -0.85289
H26 -1.64187 0.49978 -1.02611
H27 -2.42929 -0.70550 -2.06299
H28 -2.99169 -0.63131 -0.36315
C13 4.86224 0.31802 -1.03878
C14 5.00275 -1.00935 -0.42489
C15 3.71742 -1.39585 0.33150
C16 3.63478 -2.71940 1.14989
N3 2.18229 -2.80587 1.86267
C17 2.13739 -4.05622 2.80326
C18 1.63328 -5.25151 1.82844
C19 0.56832 -4.69743 0.86662
C20 0.93710 -3.16276 0.95821
C21 1.82843 -1.52406 2.76123
C22 2.82298 -1.26042 3.93893
C23 2.76065 0.21758 4.38728
H29 3.99710 0.37391 -1.69947
H30 5.57187 0.29901 -1.86593
H31 4.97018 1.23581 -0.46077
H32 5.85054 -1.03437 0.25977
H33 5.16381 -1.85645 -1.09166
H34 2.89533 -1.46416 -0.38096
H35 3.56543 -0.52085 0.96347
H36 4.37005 -2.98702 1.90874
H37 3.57149 -3.56292 0.46246
H38 1.43723 -3.75782 3.58354
H39 3.16762 -4.20174 3.12814
H40 1.30840 -6.11875 2.40328
H41 2.46931 -5.55838 1.19995
H42 -0.44777 -4.88265 1.21499
H43 0.62599 -5.18033 -0.10886
H44 0.14560 -2.41785 1.04028
H45 1.34242 -2.92528 -0.02538
H46 0.80716 -1.65133 3.12028
H47 1.78638 -0.62657 2.14410
H48 3.87280 -1.45670 3.72110
H49 2.53296 -1.75879 4.86393
H50 3.20372 1.00000 3.77116
H51 3.17827 0.47682 5.36016
H52 1.72272 0.54982 4.36727
C24 0.89302 -6.41179 -5.63840
C25 0.47123 -6.29601 -4.11087
C26 0.81829 -5.01910 -3.38539
C27 0.37806 -3.70364 -4.01705
N4 0.49553 -2.53570 -3.05661
C28 1.96918 -2.10214 -2.84819
C29 2.06245 -0.48604 -2.67579
C30 0.67189 -0.05915 -2.82851
C31 0.04662 -1.20154 -3.65406
C32 -0.03577 -2.81829 -1.56085
C33 -1.53852 -2.99995 -1.43327
C34 -1.94724 -2.98237 0.09701
H53 0.19074 -5.78044 -6.18275
H54 0.73535 -7.35447 -6.16242
H55 1.88693 -6.07028 -5.92754
H56 0.75919 -7.15807 -3.50917
H57 -0.61686 -6.35976 -4.12117
H58 1.90736 -5.03754 -3.34425
H59 0.31369 -5.16440 -2.43022
H60 -0.69822 -3.87566 -4.02883
H61 0.75322 -3.58003 -5.03296
H62 2.43672 -2.63197 -2.01826
H63 2.46400 -2.37258 -3.78100
H64 2.38130 -0.37117 -1.63981
H65 2.90791 -0.08171 -3.23240
H66 0.20975 0.22339 -1.88264
H67 0.57632 0.87136 -3.38807
H68 -1.02560 -1.24551 -3.46295
H69 0.27777 -1.19970 -4.71926
H70 0.32423 -1.88904 -1.11928
H71 0.41512 -3.68161 -1.07150
H72 -1.96359 -3.87606 -1.92300
H73 -1.99462 -2.14060 -1.92476
H74 -1.43837 -3.73322 0.70147
H75 -2.99434 -3.00657 0.39883
H76 -1.58281 -1.99628 0.38494
C35 -0.65191 6.02414 2.36834
C36 0.48932 4.97434 2.35652
C37 1.06696 4.86050 0.97017
C38 0.11343 4.11855 -0.10347
N5 0.44913 4.39969 -1.60316
C39 -0.59048 3.69204 -2.53137
C40 0.29272 3.31847 -3.78963
C41 1.74398 3.44836 -3.38252
C42 1.76459 3.63429 -1.89318
C43 0.59089 5.92622 -1.90245
C44 -0.44713 6.94179 -1.47484
C45 -0.03187 8.26067 -2.17463
H77 -1.47038 5.49306 1.88236
H78 -0.37050 7.00154 1.97642
H79 -0.88170 6.30667 3.39570
H80 0.05105 4.12609 2.88238
H81 1.18746 5.31828 3.11967
H82 1.98218 4.29270 1.13773
H83 1.45504 5.85621 0.75556
H84 -0.81336 4.68380 -0.00515
H85 0.01184 3.06561 0.15942
H86 -1.47345 4.28706 -2.76463
H87 -0.91001 2.80041 -1.99191
H88 0.01974 4.03131 -4.56774
H89 0.00483 2.29151 -4.01452
H90 2.00199 4.39692 -3.85346
H91 2.37409 2.59531 -3.63427
H92 2.68669 4.15653 -1.63808
H93 1.74269 2.66325 -1.39851
H94 0.74451 6.05490 -2.97387
H95 1.56274 6.16576 -1.47091
H96 -0.54228 6.88999 -0.39023
H97 -1.41416 6.65088 -1.88509
H98 0.04591 8.28171 -3.26164
H99 0.98917 8.48246 -1.86417
H100 -0.58760 9.08060 -1.71970

Total charge: +4
HOMO energy (Eh): -0.623
HOMO-LUMO gap (eV): 7.51

Atom charges from the Mulliken analysis, given in e for atoms 1 to 5:
1. C 1.009
2. F -0.332
3. F 0.458
4. F -0.341
5. S 1.545


Molecular formula: C54H73F5O12
Method: DFT, wB97M-V/def2-TZVPD

Geometry (Å):
C1 -2.51305 1.85483 3.98694
C2 -1.49929 0.99823 3.21698
O1 -0.79749 0.19698 4.16874
C3 0.02628 -0.82457 3.79368
C4 0.96570 -1.12250 4.90947
O2 -0.00673 -1.37634 2.72537
H1 -2.01018 2.35640 4.80959
H2 -3.26440 1.24839 4.46090
H3 -2.91440 2.60916 3.34932
H4 -2.02272 0.52425 2.37382
H5 -0.66236 1.58869 2.76674
H6 1.46488 -2.06393 4.72553
H7 0.47709 -1.03722 5.90052
H8 1.73447 -0.33875 4.94883
C5 -1.65838 -1.84156 -5.49235
C6 -2.01691 -2.63520 -4.21497
O3 -0.80055 -3.16909 -3.70479
C7 -0.87893 -4.17823 -2.81533
C8 0.50643 -4.57248 -2.38609
O4 -1.84239 -4.81804 -2.55196
H9 -1.00920 -0.96562 -5.30304
H10 -2.58123 -1.35573 -5.85537
H11 -1.21354 -2.48727 -6.22323
H12 -2.51756 -2.02907 -3.46374
H13 -2.76408 -3.42249 -4.47577
H14 0.50162 -5.47016 -1.76760
H15 1.04920 -3.77200 -1.88402
H16 1.12531 -4.75201 -3.24655
C9 -6.00527 0.26998 -4.21933
C10 -6.35833 0.83960 -5.53144
O5 -5.46602 2.04437 -5.69425
C11 -4.17743 1.68318 -5.92740
C12 -3.26476 2.88840 -5.72590
O6 -3.78057 0.60231 -6.25295
H17 -5.12246 -0.35100 -4.36467
H18 -6.71664 -0.30728 -3.63950
H19 -5.62732 1.14812 -3.66705
H20 -6.07386 0.13881 -6.33893
H21 -7.40398 1.14478 -5.75104
H22 -3.62786 3.79731 -6.22570
H23 -2.23717 2.60941 -6.04440
H24 -3.23592 3.09482 -4.65126
C13 -3.89052 1.37299 -0.73584
C14 -4.43341 0.82144 0.56986
O7 -4.78131 1.86146 1.52209
C15 -5.95668 2.47135 1.24274
C16 -6.21568 3.51552 2.28188
O8 -6.64905 2.25116 0.27607
H25 -4.68085 1.72608 -1.43556
H26 -3.36595 0.57312 -1.26574
H27 -3.26471 2.25355 -0.60194
H28 -5.38313 0.25195 0.37930
H29 -3.75260 0.20373 1.10812
H30 -7.24464 3.56778 2.53083
H31 -5.98684 4.49805 1.82583
H32 -5.60536 3.34517 3.14036
C17 -2.75054 4.72986 1.73193
C18 -1.31024 4.78541 1.32342
O9 -1.08546 3.95456 0.14692
C19 0.07129 4.02721 -0.45915
C20 0.17223 3.22681 -1.70533
O10 0.96140 4.69321 -0.02077
H33 -3.12220 3.72272 1.55405
H34 -3.37994 5.32951 1.14028
H35 -2.65520 5.09657 2.78203
H36 -0.89586 5.78453 1.09690
H37 -0.63024 4.33657 2.09675
H38 -0.77313 3.11141 -2.26854
H39 0.63486 2.27880 -1.46480
H40 0.85525 3.82213 -2.30596
C21 4.05217 -7.32813 4.69247
C22 3.52828 -5.93123 4.60462
O11 2.64962 -5.93863 3.50410
C23 2.85130 -5.00828 2.61905
C24 2.12956 -5.16107 1.37127
O12 3.53372 -4.01858 2.80818
H41 3.22787 -8.02694 4.55770
H42 4.52546 -7.69674 5.65065
H43 4.77892 -7.52717 3.88544
H44 2.89973 -5.63214 5.44789
H45 4.29499 -5.22315 4.52546
H46 2.59045 -4.42697 0.73302
H47 1.08008 -4.81804 1.50123
H48 2.08511 -6.15434 1.00719
F1 -3.47847 -2.25101 2.79138
C25 -2.61239 -2.97485 3.52813
C26 -2.41146 -2.58963 4.87032
C27 -1.62706 -3.36114 5.70267
C28 -0.80476 -4.34457 5.14882
C29 -0.96134 -4.63767 3.78509
C30 -1.87347 -3.99646 3.00540
H49 -2.95511 -1.70771 5.21700
H50 -1.57279 -3.06451 6.75024
H51 0.00531 -4.79210 5.76482
H52 -0.32699 -5.28355 3.26225
H53 -2.04630 -4.29188 1.99374
F2 5.75426 -0.98898 -5.24144
C31 4.55761 -0.99474 -5.87706
C32 4.13327 0.22744 -6.36523
C33 2.88370 0.35200 -6.82811
C34 2.04105 -0.73547 -6.86753
C35 2.41946 -1.99912 -6.42114
C36 3.73721 -2.17039 -5.95350
H54 4.84317 1.03985 -6.36628
H55 2.53118 1.25817 -7.25085
H56 1.04146 -0.67523 -7.24932
H57 1.69809 -2.82113 -6.43999
H58 4.29197 -3.07747 -5.81731
F3 -0.83937 0.17636 -2.93784
C37 0.25022 -0.32458 -2.31540
C38 0.05888 -0.76441 -0.99843
C39 1.15075 -1.10846 -0.25110
C40 2.40430 -1.00166 -0.86588
C41 2.59157 -0.70720 -2.19803
C42 1.44782 -0.33305 -2.95988
H59 -0.99628 -0.76425 -0.65876
H60 1.00735 -1.37483 0.80947
H61 3.24467 -1.09080 -0.20783
H62 3.59672 -0.71874 -2.69980
H63 1.56260 0.06408 -3.94452
F4 4.41593 0.27956 3.63076
C43 3.73649 1.45612 3.65408
C44 2.60701 1.61916 2.84645
C45 1.77159 2.69885 3.02183
C46 2.12708 3.68973 3.90955
C47 3.30870 3.56186 4.64793
C48 4.16057 2.46694 4.54499
H64 2.55141 0.85274 2.03229
H65 1.02313 2.86182 2.35046
H66 1.46593 4.53214 4.00410
H67 3.55965 4.37988 5.34266
H68 5.14433 2.49680 5.02144
F5 4.06313 6.14433 1.67135
C49 4.71222 4.99476 1.24091
C50 5.88235 4.54841 1.92230
C51 6.51735 3.45817 1.42432
C52 6.05719 2.84393 0.26993
C53 4.94492 3.35758 -0.45257
C54 4.21094 4.41888 0.06660
H69 6.22740 5.04895 2.80450
H70 7.33450 3.02426 1.99463
H71 6.52232 1.92493 -0.14103
H72 4.70838 2.88480 -1.39299
H73 3.31197 4.81439 -0.44033

Total charge: 0
HOMO energy (Eh): -0.323
SMILES: CCOC(C)=O.CCOC(C)=O.CCOC(C)=O.CCOC(C)=O.CCOC(C)=O.CCOC(C)=O.Fc1ccccc1.Fc1ccccc1.Fc1ccccc1.Fc1ccccc1.Fc1ccccc1
HOMO-LUMO gap (eV): 9.32

Atom charges from the Mulliken analysis, given in e for atoms 1 to 5:
1. C -1.068
2. C 1.513
3. O -0.463
4. C 0.874
5. C -1.059


Question: Among the records above, which one has the highest HOMO energy?
Answer: C54H73F5O12


Question: Which formula does entry 1 have?
Answer: C45H100F3N5O5S


Question: Among the records above, which one has the highest HOMO energy?
Answer: C54H73F5O12